(1)
{"formula": "C22H31BrN5O5P2S4Tl", "method": "ωB97M-V/def2-TZVPD", "species": ["Tl", "C", "P", "C", "C", "C", "P", "C", "C", "H", "H", "H", "H", "H", "H", "H", "H", "H", "H", "H", "H", "H", "H", "H", "H", "S", "S", "S", "S", "Br", "C", "C", "C", "C", "N", "C", "H", "H", "H", "H", "C", "N", "C", "C", "O", "N", "C", "N", "H", "H", "H", "H", "H", "H", "H", "O", "C", "O", "C", "C", "C", "C", "C", "C", "N", "O", "O", "H", "H", "H", "H"], "coordinates": [[1.1022, -0.8253, 0.0763], [-1.8251, -2.7698, 1.5434], [-1.7926, -0.9465, 1.3465], [-3.3883, -0.7297, 0.4273], [-2.4127, -0.4964, 3.0422], [-2.6169, 1.0117, 3.2589], [-1.0815, 2.0159, 2.9749], [-1.8837, 3.6872, 3.0240], [-0.3807, 1.9968, 4.6779], [-2.8249, -3.1122, 1.8333], [-1.0975, -3.0686, 2.3000], [-1.5340, -3.2201, 0.5940], [-4.2395, -1.0990, 1.0086], [-3.2983, -1.2950, -0.5004], [-3.5463, 0.3206, 0.1667], [-1.6513, -0.8594, 3.7350], [-3.3440, -1.0420, 3.2298], [-2.9683, 1.2114, 4.2773], [-3.3720, 1.3947, 2.5629], [-2.4947, 3.8203, 3.9233], [-2.5178, 3.8050, 2.1424], [-1.1183, 4.4660, 2.9976], [-1.1073, 2.3464, 5.4180], [0.5034, 2.6375, 4.7094], [-0.0598, 0.9776, 4.9096], [1.9850, -3.6603, 0.1821], [3.0508, -3.3065, 1.8922], [1.7863, -2.6936, 3.4216], [1.1467, -0.7729, 3.0478], [-2.1902, 3.7520, -2.1189], [-0.3874, 3.1618, -2.0468], [0.3642, 3.0639, -3.1986], [1.6663, 2.6131, -3.0765], [2.1569, 2.2945, -1.8205], [1.4199, 2.4024, -0.7132], [0.1638, 2.8264, -0.8237], [-0.0622, 3.3122, -4.1611], [2.2908, 2.4856, -3.9507], [3.1714, 1.9405, -1.6652], [-0.4151, 2.8748, 0.0915], [4.7945, -0.5692, 3.3693], [5.0099, -0.0576, 2.0300], [6.1481, -0.3733, 1.2039], [5.9314, 0.5683, 0.0107], [6.7270, 0.6855, -0.9080], [4.7435, 1.2170, 0.1741], [4.2458, 0.8201, 1.3543], [3.1086, 1.3369, 1.8434], [5.5793, -1.2905, 3.5885], [3.8294, -1.0669, 3.4594], [4.8359, 0.2411, 4.1060], [6.1313, -1.4136, 0.8698], [7.0969, -0.1640, 1.7030], [2.5312, 1.7933, 1.1394], [2.6012, 0.7968, 2.5413], [-1.0281, -1.8003, -1.4097], [-0.9751, -1.0897, -2.4433], [-0.3420, -0.0355, -2.6299], [-1.8203, -1.5864, -3.6210], [-1.7742, -0.9225, -4.8428], [-2.4937, -1.3887, -5.9279], [-3.2677, -2.5303, -5.7785], [-3.3405, -3.2010, -4.5661], [-2.6108, -2.7240, -3.4916], [-4.0216, -3.0394, -6.9266], [-3.9230, -2.4508, -7.9900], [-4.7133, -4.0305, -6.7712], [-1.1531, -0.0391, -4.9133], [-2.4664, -0.8930, -6.8878], [-3.9563, -4.0856, -4.4897], [-2.6253, -3.2285, -2.5347]], "atomic_forces_ev_per_a": [[0.224, -0.176, -0.411], [-0.013, 0.044, -0.009], [-0.458, 0.106, 0.070], [0.126, 0.000, -0.008], [0.164, 0.194, -0.001], [0.131, -0.190, -0.183], [-0.038, 0.091, -0.022], [0.015, -0.078, 0.064], [0.026, -0.035, -0.039], [0.030, -0.023, 0.007], [0.048, 0.021, -0.024], [0.000, -0.007, 0.026], [-0.027, 0.003, -0.034], [-0.032, 0.024, -0.018], [-0.011, -0.052, 0.037], [-0.003, -0.072, 0.046], [-0.020, 0.013, 0.058], [-0.107, 0.030, -0.012], [0.004, -0.014, 0.026], [-0.006, 0.015, -0.031], [0.026, 0.027, 0.012], [-0.020, -0.018, 0.002], [-0.018, -0.016, 0.003], [-0.013, -0.029, 0.019], [0.000, 0.093, -0.024], [-0.291, 0.022, 0.044], [0.101, 0.236, 0.229], [0.088, -0.482, 0.005], [-0.221, -0.158, 0.464], [-0.012, -0.017, -0.010], [-0.030, 0.058, 0.062], [-0.016, -0.040, -0.026], [0.034, -0.036, -0.055], [-0.027, 0.003, 0.208], [0.004, 0.234, -0.012], [0.153, -0.158, 0.012], [-0.009, -0.018, 0.002], [0.009, 0.021, 0.015], [-0.014, -0.024, -0.033], [-0.032, -0.007, 0.003], [-0.165, 0.160, -0.083], [-0.053, -0.097, 0.125], [-0.019, 0.016, -0.002], [-0.113, 0.055, 0.013], [0.009, -0.031, 0.014], [0.076, -0.074, -0.091], [-0.027, 0.447, -0.109], [0.495, 0.192, -0.218], [-0.020, -0.009, -0.016], [0.053, -0.011, -0.008], [0.063, -0.004, -0.010], [0.017, -0.020, 0.015], [0.027, 0.006, -0.005], [0.048, 0.007, 0.025], [-0.071, -0.234, 0.063], [0.004, -0.001, -0.257], [-0.024, 0.147, 0.282], [-0.049, -0.026, -0.065], [0.038, -0.116, -0.113], [-0.032, 0.001, -0.001], [-0.048, 0.023, -0.189], [0.092, 0.086, 0.193], [-0.127, -0.130, -0.091], [-0.017, 0.002, -0.032], [0.030, 0.021, 0.027], [0.000, 0.026, -0.016], [-0.025, -0.030, 0.017], [0.002, -0.013, 0.016], [0.024, 0.012, 0.022], [0.018, 0.004, 0.030], [0.029, 0.010, -0.001]], "mulliken_charge": [0.64, -1.14, 0.87, -1.45, -1.05, -1.28, 0.96, -1.45, -1.34, 0.38, 0.29, 0.27, 0.43, 0.30, 0.30, 0.41, 0.51, 0.52, 0.42, 0.43, 0.36, 0.38, 0.40, 0.36, 0.33, -0.52, -0.16, -0.27, -0.63, -0.24, -0.05, -0.17, -0.69, -0.19, -0.10, 0.00, 0.43, 0.40, 0.37, 0.01, -0.74, 0.39, -0.37, 0.33, -0.73, -0.50, 0.28, -0.08, 0.31, -0.01, 0.29, 0.27, 0.33, 0.44, -0.17, -0.77, 0.11, -0.56, -0.05, -0.29, -0.40, 0.03, -0.46, -0.32, 0.99, -0.64, -0.64, 0.54, 0.45, 0.45, 0.47], "total_energy_ha": -6528.99729, "homo_energy_ev": -1.144, "total_charge": -2, "fmax_ev_per_a": 0.6, "gap_ev": 4.47}

---

(2)
{"formula": "C22H31Cl3CrN3O3", "method": "ωB97M-V/def2-TZVPD", "species": ["O", "C", "C", "C", "H", "C", "H", "C", "H", "C", "H", "C", "H", "H", "C", "C", "H", "H", "H", "C", "C", "H", "H", "H", "H", "Cr", "Cl", "Cl", "H", "H", "C", "C", "N", "H", "C", "O", "H", "H", "H", "H", "H", "H", "C", "C", "N", "H", "C", "O", "H", "H", "H", "H", "Cl", "C", "C", "C", "C", "N", "C", "H", "H", "H", "H"], "coordinates": [[1.0574, -0.0012, -1.7697], [1.2215, 0.8245, -2.6785], [1.4117, 0.4628, -4.0793], [1.9249, -0.7898, -4.4505], [2.2345, -1.5206, -3.6991], [2.0636, -1.0696, -5.8120], [2.4774, -2.0252, -6.1472], [1.6611, -0.1408, -6.7917], [1.7566, -0.3720, -7.8655], [1.1545, 1.1103, -6.3927], [0.8476, 1.8484, -7.1301], [1.0344, 1.4063, -5.0477], [0.6628, 2.3587, -4.6863], [1.1443, 1.9002, -2.4791], [2.6166, 2.0089, -0.3129], [1.3728, 1.7976, 0.4540], [3.4619, 2.4448, 0.2502], [2.4175, 2.6930, -1.1554], [2.9353, 1.0390, -0.7109], [0.9470, 2.4917, 1.5068], [1.7119, 3.4788, 2.3718], [-0.0774, 2.3408, 1.8634], [2.3755, 4.1221, 1.7793], [2.3204, 2.9730, 3.1350], [1.0135, 4.1149, 2.9204], [0.1650, -0.1241, -0.0218], [1.9144, -1.6259, 0.3052], [-1.6391, 0.3350, -1.4840], [-0.5239, -3.7215, -2.6233], [0.1272, -5.4264, -1.2926], [-0.4918, -2.9406, -1.8491], [0.2526, -4.8139, -0.4035], [-0.5387, -3.6130, -0.5484], [-1.3453, -2.2491, -1.9514], [-0.9116, -2.9336, 0.5494], [-1.1706, -1.7107, 0.5731], [-0.0998, -5.3533, 0.4709], [-0.9591, -3.5457, 1.4612], [0.4445, -2.3573, -1.9792], [1.3130, -4.5814, -0.2783], [-4.3753, 2.0311, 3.6588], [-5.8864, 1.4316, 1.7810], [-3.5612, 2.2856, 2.9632], [-5.0950, 1.7605, 1.0957], [-3.7872, 1.5767, 1.7129], [-2.5971, 1.9820, 3.3865], [-2.7950, 0.9243, 1.0800], [-1.5765, 0.9945, 1.3731], [-5.1335, 1.1669, 0.1802], [-3.1581, 0.2946, 0.2516], [-3.5714, 3.3752, 2.7885], [-5.2683, 2.8184, 0.8515], [3.5183, -0.4962, 4.9956], [1.9416, -0.7052, 4.4017], [0.9072, -1.1557, 5.2213], [-0.3552, -1.2594, 4.6514], [-0.5255, -0.9373, 3.2993], [0.4687, -0.4898, 2.5466], [1.6877, -0.3712, 3.0650], [1.1025, -1.3803, 6.2673], [-1.2298, -1.5693, 5.2026], [-1.4870, -1.0619, 2.8089], [2.4926, -0.0504, 2.4169]], "atomic_forces_ev_per_a": [[0.859, 0.768, -2.421], [-0.866, -0.717, 1.101], [0.295, -0.453, -0.233], [-0.043, 0.161, -0.542], [-0.151, 0.337, -0.161], [-0.153, 0.050, -0.399], [-0.143, 0.313, 0.243], [0.012, 0.286, 0.436], [-0.023, 0.080, 0.716], [0.037, -0.454, -0.358], [0.080, -0.199, 0.068], [0.401, -0.349, 0.583], [-0.049, 0.032, -0.237], [-0.168, -0.130, 0.151], [0.777, -0.124, -0.226], [-1.386, -0.591, 0.452], [-0.366, -0.131, 0.006], [0.218, -0.182, 0.213], [0.334, 0.335, -0.030], [-0.360, -0.048, 0.329], [0.210, 0.176, -0.438], [0.496, -0.306, -0.076], [-0.044, -0.090, 0.198], [-0.062, -0.040, -0.210], [0.048, 0.047, -0.116], [0.293, 1.616, 1.005], [0.627, -0.408, -0.083], [-0.246, 0.456, -0.931], [-0.103, 0.269, 0.217], [-0.058, -0.142, 0.037], [0.133, 0.224, -0.156], [-0.066, -0.151, 0.097], [-0.187, 0.804, 0.211], [0.425, -0.360, 0.078], [0.402, 0.773, -0.713], [-0.158, -1.685, -0.025], [0.068, -0.203, 0.064], [-0.020, 0.074, -0.040], [-0.483, -0.349, 0.206], [-0.047, 0.094, -0.026], [0.256, 0.110, -0.135], [0.108, 0.033, -0.142], [-0.005, 0.206, -0.150], [0.196, -0.293, 0.144], [0.087, 0.184, 0.388], [-0.250, 0.124, -0.167], [1.283, 0.001, 0.195], [-2.386, -0.255, -0.072], [-0.081, 0.114, 0.080], [0.254, 0.293, 0.250], [0.079, -0.312, 0.183], [0.115, -0.231, 0.017], [0.868, 0.025, 0.441], [-1.085, 0.100, -0.704], [0.067, 0.256, -0.245], [0.017, 0.084, -0.541], [0.218, -0.063, 0.716], [0.058, 0.065, -0.215], [-0.386, -0.338, 0.837], [-0.085, -0.007, -0.206], [0.086, -0.139, 0.244], [0.170, 0.156, 0.099], [-0.115, 0.103, -0.007]], "mulliken_charge": [-0.14, -0.35, 0.66, -0.31, 0.38, -0.58, 0.37, -0.40, 0.36, -0.57, 0.38, -0.46, 0.42, 0.26, -1.45, 0.81, 0.47, 0.25, 0.32, 0.18, -1.37, 0.19, 0.38, 0.25, 0.37, 0.48, -0.53, -0.65, 0.39, 0.28, -0.99, -0.90, 0.27, 0.24, -0.09, -0.25, 0.35, 0.28, 0.26, 0.30, 0.38, 0.32, -0.95, -0.91, 0.20, 0.19, -0.05, -0.11, 0.27, 0.26, 0.33, 0.31, -0.24, -0.08, -0.24, -1.10, -0.46, 0.63, -0.45, 0.43, 0.41, 0.52, 0.48], "total_energy_ha": -3671.95611, "spin_multiplicity": 4, "homo_energy_ev": [-7.551, -7.674], "total_charge": 0, "fmax_ev_per_a": 2.7, "gap_ev": [7.18, 7.22]}

---

(3)
{"formula": "C22H31N2O12S", "method": "ωB97M-V/def2-TZVPD", "species": ["N", "C", "C", "S", "C", "N", "C", "C", "C", "C", "C", "C", "C", "H", "H", "H", "H", "H", "H", "H", "H", "H", "H", "H", "H", "H", "H", "H", "C", "C", "O", "C", "O", "O", "H", "H", "H", "H", "C", "C", "O", "C", "O", "O", "H", "H", "H", "H", "C", "C", "O", "C", "O", "O", "H", "H", "H", "H", "C", "C", "O", "C", "O", "O", "H", "H", "H", "H"], "coordinates": [[-0.0189, -4.0445, 2.1561], [-0.6059, -3.2510, 1.3756], [-0.4149, -1.7494, 1.4500], [-0.7356, -0.8214, -0.0672], [-2.3467, -1.4413, -0.6302], [-3.3029, -1.1471, 0.4380], [0.5392, -1.2276, -1.2845], [0.9524, -2.6732, -1.3559], [0.0901, -3.6900, -1.7494], [0.5065, -5.0096, -1.7708], [1.8058, -5.3314, -1.4037], [2.6794, -4.3292, -1.0306], [2.2513, -3.0087, -1.0018], [0.5966, -3.5481, 2.8048], [-1.2625, -3.7047, 0.6403], [-1.1385, -1.3611, 2.1702], [0.5584, -1.4754, 1.8480], [-2.5855, -0.8981, -1.5390], [-2.3135, -2.5069, -0.8348], [-4.2267, -1.2454, 0.0256], [-3.2551, -1.9158, 1.1017], [0.2640, -0.8131, -2.2549], [1.3937, -0.6442, -0.9474], [-0.9202, -3.4694, -2.0656], [-0.1892, -5.7803, -2.0638], [2.0986, -6.3693, -1.4300], [3.7019, -4.5428, -0.7589], [2.9454, -2.2414, -0.6860], [3.8675, 0.2219, -5.2222], [2.9656, -0.9247, -5.6275], [1.8470, -0.7535, -4.7411], [1.8123, 0.5396, -4.3587], [0.9030, 1.0375, -3.7639], [2.9252, 1.1898, -4.7342], [4.4414, 0.6323, -6.0477], [4.5461, -0.0435, -4.4103], [2.6118, -0.8392, -6.6552], [3.4193, -1.9014, -5.4852], [0.2095, 2.6186, 2.8673], [-0.7679, 2.9772, 3.9641], [-1.0833, 1.6859, 4.5171], [-0.0699, 0.8496, 4.2379], [0.0493, -0.2497, 4.6869], [0.7989, 1.4080, 3.3615], [0.9691, 3.3782, 2.7049], [-0.2847, 2.3988, 1.9167], [-0.3231, 3.5946, 4.7403], [-1.6655, 3.4646, 3.5931], [-1.7271, 3.9597, -5.7246], [-0.6786, 2.9407, -6.1153], [-1.1992, 2.4203, -7.3407], [-2.0308, 3.3517, -7.8792], [-2.4924, 3.2939, -8.9677], [-2.2575, 4.3537, -6.9912], [-1.3172, 4.8181, -5.1986], [-2.5307, 3.5240, -5.1272], [0.2934, 3.3990, -6.3105], [-0.5580, 2.1478, -5.3829], [-1.7219, 1.6545, 9.0179], [-0.4348, 2.1358, 9.6532], [0.2146, 2.7929, 8.5577], [-0.7307, 3.1614, 7.6701], [-0.5349, 3.8703, 6.7316], [-1.9260, 2.6211, 7.9799], [-2.5647, 1.6488, 9.7035], [-1.6216, 0.6683, 8.5621], [-0.6055, 2.8643, 10.4471], [0.1851, 1.3294, 10.0349]], "atomic_forces_ev_per_a": [[-0.036, 0.008, 0.083], [0.714, -0.232, 0.222], [-0.589, -0.517, -0.172], [-0.048, 1.049, 0.162], [-0.510, -0.508, 0.526], [0.287, -0.404, -0.453], [0.431, -0.796, -0.029], [0.018, -0.063, 0.119], [-0.180, -0.027, -0.225], [0.049, 0.213, 0.112], [-0.260, -0.182, -0.128], [0.104, 0.198, 0.015], [0.053, -0.078, 0.121], [0.048, -0.106, 0.045], [-0.224, 0.238, -0.106], [-0.088, 0.298, -0.100], [0.203, 0.111, -0.213], [0.102, 0.165, -0.051], [0.381, -0.034, -0.289], [-0.084, 0.381, 0.097], [-0.059, 0.147, 0.187], [-0.452, 0.174, 0.085], [-0.039, 0.224, 0.102], [-0.045, 0.092, -0.070], [-0.014, -0.097, -0.060], [0.220, -0.045, 0.072], [0.048, -0.154, 0.039], [0.034, 0.102, 0.001], [0.199, -0.079, -0.089], [0.144, -0.118, -0.173], [0.015, 0.050, 0.083], [0.065, 0.038, -0.139], [-0.067, -0.109, 0.191], [-0.073, -0.058, 0.028], [-0.106, 0.153, 0.016], [-0.038, 0.005, 0.020], [-0.030, 0.042, 0.022], [-0.128, -0.026, 0.138], [-0.087, 0.160, -0.231], [0.065, 0.339, -0.164], [0.137, -0.013, -0.063], [-0.091, 0.071, 0.160], [-0.012, -0.129, -0.180], [-0.042, -0.079, -0.064], [0.129, -0.125, 0.084], [-0.001, -0.010, 0.023], [-0.033, -0.129, -0.070], [-0.118, -0.196, 0.070], [-0.003, 0.059, 0.138], [0.128, -0.033, 0.128], [-0.031, 0.069, 0.057], [-0.031, 0.021, -0.049], [-0.005, -0.011, -0.018], [0.062, -0.093, 0.020], [-0.045, 0.094, -0.139], [0.003, -0.027, -0.024], [-0.022, 0.031, -0.012], [-0.048, -0.090, -0.100], [-0.075, -0.167, 0.122], [0.001, -0.085, 0.200], [-0.062, -0.007, -0.021], [0.007, 0.016, -0.020], [0.013, 0.049, 0.232], [0.051, 0.006, 0.022], [-0.067, 0.136, -0.098], [0.035, 0.024, -0.027], [-0.018, 0.022, -0.034], [0.117, 0.042, -0.132]], "mulliken_charge": [-0.63, -0.36, -0.67, 0.23, -0.75, -0.58, -1.07, 0.80, -0.27, -0.73, -0.45, -0.75, -0.60, 0.28, 0.38, 0.54, 0.72, 0.62, 0.37, 0.29, 0.26, 0.44, 0.59, 0.53, 0.45, 0.44, 0.44, 0.43, -0.32, -0.32, -0.32, 0.79, -0.59, -0.33, 0.31, 0.27, 0.26, 0.30, -0.26, -0.32, -0.34, 0.77, -0.59, -0.35, 0.33, 0.18, 0.28, 0.38, -0.34, 0.09, -0.33, 0.64, -0.51, -0.32, 0.30, 0.27, 0.21, -0.03, -0.29, -0.31, -0.32, 0.69, -0.61, -0.32, 0.29, 0.26, 0.27, 0.30], "total_energy_ha": -2267.26108, "homo_energy_ev": -12.474, "total_charge": 1, "fmax_ev_per_a": 1.1, "gap_ev": 10.06}